# 1
The following is a quantum chemistry calculation of a cluster of 2 separate species, C29H23F3NOS in total at a distorted geometry, from OMol25.

Calculated values
* orbital gap: 3.3 eV
* relative energy (zero: lowest compared OMol25 entry of this formula, charge and spin): 26.5 kJ/mol
* HOMO: -9.26 eV
* net charge: +1
* 2S+1: 1

Atoms and positions in Å:
1 F -5.483 -1.077 -3.046
2 C -4.558 -0.347 -2.334
3 C -4.322 0.970 -2.730
4 C -3.381 1.684 -1.986
5 F -3.153 3.004 -2.313
6 C -2.697 1.138 -0.920
7 C -3.013 -0.180 -0.462
8 C -2.503 -0.575 0.794
9 C -2.803 -1.774 1.503
10 C -2.879 -1.719 2.930
11 C -3.498 -2.729 3.650
12 C -3.933 -3.903 3.010
13 C -3.643 -4.040 1.652
14 F -3.906 -5.255 1.056
15 C -3.081 -3.029 0.884
16 C -3.934 -0.943 -1.246
17 H -4.850 1.421 -3.563
18 H -1.954 1.712 -0.370
19 H -2.129 0.243 1.405
20 H -2.492 -0.828 3.431
21 H -3.652 -2.614 4.725
22 H -4.440 -4.695 3.554
23 H -2.853 -3.191 -0.171
24 H -4.201 -1.956 -0.962
25 C 0.364 0.376 2.551
26 O 0.009 0.526 1.160
27 C 0.950 0.354 0.192
28 C 1.423 -1.001 -0.083
29 C 2.597 -1.441 0.554
30 C 3.106 -2.705 0.263
31 C 2.427 -3.541 -0.629
32 C 1.219 -3.127 -1.204
33 C 0.697 -1.868 -0.920
34 C 1.593 1.533 -0.189
35 N 2.724 1.674 -0.960
36 C 3.288 0.611 -1.784
37 C 3.286 2.953 -0.930
38 C 2.518 3.846 -0.177
39 C 2.925 5.171 -0.018
40 C 4.105 5.595 -0.640
41 C 4.885 4.693 -1.382
42 C 4.498 3.355 -1.513
43 S 1.110 3.076 0.511
44 H -0.569 0.544 3.093
45 H 0.735 -0.640 2.734
46 H 1.114 1.130 2.818
47 H 3.079 -0.765 1.265
48 H 4.035 -3.023 0.740
49 H 2.837 -4.525 -0.860
50 H 0.682 -3.789 -1.885
51 H -0.254 -1.514 -1.326
52 H 3.894 1.084 -2.564
53 H 3.937 -0.049 -1.194
54 H 2.493 0.022 -2.258
55 H 2.308 5.830 0.587
56 H 4.423 6.633 -0.540
57 H 5.803 5.037 -1.860
58 H 5.117 2.628 -2.041

Results of the natural (NBO) charge analysis, in e, for atoms 1 through 6: -0.30 0.39 -0.23 0.40 -0.30 -0.20

---

# 2
The following is a quantum chemistry calculation of the molecule C8H12N5PS at a distorted geometry, from OMol25.

Calculated values
* orbital gap: 9.3 eV
* relative energy (zero: lowest compared OMol25 entry of this formula, charge and spin): 0.0 kJ/mol
* HOMO: -8.97 eV
* SMILES string: CN(C)P(=S)(n1ccnc1)n1ccnc1
* net charge: 0
* 2S+1: 1

Atoms and positions in Å:
1 C -1.492 2.033 0.827
2 N -0.188 1.491 0.567
3 C 0.266 1.715 -0.758
4 P -0.184 -0.159 1.042
5 S -0.907 -0.591 2.735
6 N -1.124 -1.210 -0.464
7 C -2.421 -1.659 -0.402
8 C -2.765 -1.955 -1.681
9 N -1.755 -1.704 -2.555
10 C -0.763 -1.269 -1.788
11 N 1.479 -0.481 0.828
12 C 2.414 0.493 1.277
13 C 3.649 -0.037 1.084
14 N 3.555 -1.282 0.471
15 C 2.279 -1.461 0.331
16 H -1.460 3.082 0.771
17 H -2.190 1.779 0.051
18 H -1.878 1.616 1.817
19 H 0.082 2.729 -1.037
20 H 1.362 1.684 -0.837
21 H -0.205 0.913 -1.453
22 H -2.984 -1.790 0.573
23 H -3.657 -2.390 -1.999
24 H 0.245 -1.016 -2.095
25 H 2.155 1.296 1.795
26 H 4.620 0.416 1.095
27 H 1.866 -2.244 -0.193

Results of the natural (NBO) charge analysis, in e, for atoms 1 through 6: -0.44 -0.74 -0.45 1.74 -0.43 -0.61

---

# 3
The following is a quantum chemistry calculation of a structure of composition HIOS at a distorted geometry, from OMol25.

Calculated values
* orbital gap (alpha / beta): 7.2 / 7.0 eV
* relative energy (zero: lowest compared OMol25 entry of this formula, charge and spin): 203.6 kJ/mol
* HOMO (alpha / beta): -9.40 / -9.36 eV
* net charge: 0
* 2S+1: 1

Atoms and positions in Å:
1 O -0.009 -1.242 0.683
2 S 0.434 1.008 0.754
3 I 0.313 1.688 -1.454
4 H -0.738 -1.453 0.018

For reference, the natural (NBO) charges in units of e are: -0.75 0.13 0.16 0.46

---

# 4
The following is a quantum chemistry calculation of a structure of composition C5H10Si at a distorted geometry, from OMol25.

Calculated values
* orbital gap: 9.6 eV
* relative energy (zero: lowest compared OMol25 entry of this formula, charge and spin): 212.9 kJ/mol
* HOMO: -8.71 eV
* net charge: 0
* 2S+1: 1

Atoms and positions in Å:
1 C -1.238 -1.583 0.253
2 C -0.341 -1.504 1.264
3 C -1.285 -0.648 -0.903
4 C 0.108 -0.205 -1.247
5 C 1.096 2.162 0.837
6 Si 1.116 0.252 0.340
7 H -1.944 -2.417 0.427
8 H -0.475 -2.219 2.075
9 H -1.654 -1.171 -1.780
10 H -1.924 0.150 -0.708
11 H 0.527 -1.027 -1.929
12 H 0.137 0.637 -2.039
13 H 0.389 2.792 0.160
14 H 1.018 2.562 1.918
15 H 2.050 2.709 0.629
16 H 2.420 -0.488 0.704

Results of the natural (NBO) charge analysis, in e, for atoms 1 through 6: -0.27 -0.45 -0.46 -0.86 -1.14 1.25